(1)
2 unconnected molecules or ions with the total composition C3H4N2O2, computed with ωB97M-V/def2-TZVPD.

**HOMO**: -0.3014 hartree
**Gap between HOMO and LUMO**: 8.92 eV
**SMILES**: NC1=CN1.O=C=O

Each line ends with the Löwdin charge.
Positions of all 11 atoms, in Å:
N: 1.156768 1.518078 1.122813  0.1403
C: 0.299342 0.484986 0.963042  -0.4170
C: -0.410469 -0.552172 1.231870  0.0448
O: -0.136158 -2.242273 -1.612230  0.1589
C: -0.635372 -1.287681 -2.068901  -0.4746
O: -1.190823 -0.476002 -2.705066  0.1513
N: -0.476530 0.102274 -0.195411  0.0193
H: 1.347608 1.953762 0.232956  0.1031
H: 1.977945 1.390573 1.698581  0.1036
H: -0.591575 -1.539003 1.628343  0.0860
H: -1.340737 0.647459 -0.295999  0.0843

Cartesian forces (eV/Å) of the 3 atoms listed first:
0.10 -0.11 -0.16
-0.30 -0.04 -0.05
0.18 0.08 -0.14

=====

(2)
A molecular structure, C3H4N2O2S, computed with ωB97M-V/def2-TZVPD.

**HOMO (spin up / spin down)**: -0.2938 / -0.3146 hartree
**Gap between HOMO and LUMO (spin up / spin down)**: 6.57 / 7.34 eV

Each line ends with the Löwdin charge.
Positions of all 12 atoms, in Å:
C: -1.125844 -0.452546 0.677381  -0.1232
C: -0.336482 0.498664 1.240890  -0.2674
C: -1.176881 -0.327540 -0.814546  -0.3337
N: 0.070683 1.505199 0.425748  -0.3123
N: 2.669600 -0.073288 -0.470321  -0.2583
O: 2.096198 -0.636766 0.429002  -0.0479
O: 2.091804 0.474581 -1.349832  -0.1801
S: -0.039606 1.086694 -1.057846  1.1168
H: -1.403391 -1.350508 1.197569  0.1028
H: 0.087330 0.647073 2.210516  0.1107
H: -0.786042 -1.258004 -1.252399  0.1070
H: -2.147370 -0.113558 -1.236162  0.0856

Cartesian forces (eV/Å) of the 3 atoms listed first:
1.19 0.12 0.53
-1.01 -0.24 0.11
1.06 -0.54 0.91

=====

(3)
C3H4N2O2S in the gas phase, computed with ωB97M-V/def2-TZVPD.

**HOMO**: -0.3736 hartree
**Gap between HOMO and LUMO**: 10.49 eV
**SMILES**: O=C/N=C\N(S)C=O

Each line ends with the Löwdin charge.
Positions of all 12 atoms, in Å:
C: -0.504922 1.231802 -0.122082  -0.3136
C: 0.472908 -1.133819 -0.433185  -0.2149
C: 2.507994 -0.196206 0.478655  -0.2784
H: -2.080233 -0.831422 1.522372  -0.0614
H: 0.549850 1.699654 -0.269575  0.1490
H: -0.076498 -1.918866 -0.897317  0.0895
H: 2.784941 -0.551072 1.546010  0.1540
N: -0.562519 -0.189420 -0.015401  -0.4396
N: 1.696601 -1.103923 -0.283952  0.1225
O: -1.490962 2.018666 -0.075928  -0.0453
O: 2.876038 0.846731 -0.055107  0.0175
S: -2.190820 -0.729920 0.106371  0.8206

Cartesian forces (eV/Å) of the 3 atoms listed first:
-0.69 3.19 -0.17
-2.26 1.43 0.53
-0.56 1.29 -1.55

=====

(4)
2 unconnected molecules or ions with the total composition C3H4N2O2S, computed with ωB97M-V/def2-TZVPD.

**HOMO**: -0.3352 hartree
**Gap between HOMO and LUMO**: 7.70 eV

Each line ends with the Löwdin charge.
Positions of all 12 atoms, in Å:
C: 1.659356 -0.567564 0.112021  -0.1129
C: 1.696368 0.527200 0.935720  -0.2210
C: 0.268582 1.022542 -0.557678  -0.2515
N: 0.638529 -0.286601 -0.822403  0.0309
N: 0.872441 1.443210 0.508626  0.0166
O: -3.920858 -0.277826 1.020718  -0.4333
O: -2.873681 -1.424408 -0.890000  -0.4532
S: -2.733537 -0.453088 0.210247  0.8951
H: 2.079688 -1.530878 0.393932  0.1008
H: 2.231284 0.668985 1.954047  0.1330
H: -0.385102 1.675712 -1.113947  0.1123
H: 0.466926 -0.797280 -1.751281  0.1834

Cartesian forces (eV/Å) of the 3 atoms listed first:
-0.76 -0.42 0.63
2.11 -1.78 2.40
0.34 -0.83 -0.04

=====

(5)
C3H4N2O3 in the gas phase, computed with ωB97M-V/def2-TZVPD.

**HOMO**: -0.3527 hartree
**Gap between HOMO and LUMO**: 10.33 eV
**SMILES**: C1=N\OCO/N=C\O/1

Each line ends with the Löwdin charge.
Positions of all 12 atoms, in Å:
C: -0.149532 0.365344 -1.586738  -0.1823
C: 0.750551 -1.061074 0.707561  -0.1676
C: -0.564342 0.536394 1.544775  -0.1930
H: 0.974364 0.762705 -1.674679  0.1789
H: -0.632051 0.485312 -2.617737  0.1509
H: 1.571810 -1.404253 1.376688  0.1507
H: -0.516568 0.941513 2.664984  0.1755
N: 1.037091 -1.124376 -0.495369  0.0576
N: -0.839607 1.371238 0.566517  0.0359
O: -0.048267 -0.968971 -1.256313  -0.1063
O: -0.422554 -0.787386 1.418650  0.0157
O: -1.160895 0.883554 -0.648339  -0.1161

Cartesian forces (eV/Å) of the 3 atoms listed first:
0.02 0.85 -1.10
1.60 -1.54 3.62
-1.30 3.50 -0.06

=====

(6)
C3H4N2O3 in the gas phase, computed with ωB97M-V/def2-TZVPD.

**HOMO**: -0.3696 hartree
**Gap between HOMO and LUMO**: 10.45 eV
**SMILES**: O=CN/C=N\OC=O

Each line ends with the Löwdin charge.
Positions of all 12 atoms, in Å:
C: -2.439635 0.235409 -0.189115  -0.2710
C: -0.413954 -0.775414 0.267433  -0.1970
C: 2.732190 0.237233 -0.091456  -0.3549
H: -2.852471 1.202926 -0.210981  0.1171
H: -0.717959 1.310238 0.067288  0.1350
H: -1.114020 -1.656434 0.154058  0.1628
H: 3.175009 1.286529 0.073101  0.1562
N: -1.066431 0.384476 0.178071  0.0911
N: 0.844974 -0.950962 0.308501  0.1138
O: -3.023370 -0.809095 -0.269691  0.0684
O: 1.439613 0.298335 0.033456  -0.0560
O: 3.436054 -0.763240 -0.320662  0.0346

Cartesian forces (eV/Å) of the 3 atoms listed first:
1.41 -0.60 1.41
0.55 -2.14 -0.29
4.83 -1.69 -0.57

=====

(7)
2 unconnected molecules or ions with the total composition C3H4N2O3, computed with ωB97M-V/def2-TZVPD.

**HOMO**: -0.3526 hartree
**Gap between HOMO and LUMO**: 9.85 eV
**SMILES**: COC#[N+][O-].N=C=O

Each line ends with the Löwdin charge.
Positions of all 12 atoms, in Å:
C: -0.020442 0.792477 0.530929  -0.1468
C: -1.542167 -1.364353 -0.033230  -0.4500
C: 2.106590 -0.003348 0.040901  -0.0142
N: -0.777591 1.514267 -0.001563  -0.0545
N: -2.587872 -0.874482 -0.318700  0.2180
O: -0.627592 -2.037525 0.209268  0.1392
O: -1.867663 1.810893 -0.434244  -0.0473
O: 1.122545 0.446455 0.983658  -0.0060
H: 2.736280 -0.718650 0.564964  0.0997
H: 2.712351 0.844171 -0.283118  0.0993
H: 1.640444 -0.484537 -0.819524  0.1000
H: -2.894888 0.074630 -0.439345  0.0627

Cartesian forces (eV/Å) of the 3 atoms listed first:
0.37 0.74 -0.38
-0.58 -0.26 -0.21
0.49 -0.29 -0.49

=====

(8)
C3H4N2O4 in the gas phase, computed with ωB97M-V/def2-TZVPD.

**HOMO (spin up / spin down)**: -0.1460 / -0.3785 hartree
**2S+1**: 3
**Gap between HOMO and LUMO (spin up / spin down)**: 4.42 / 6.79 eV

Each line ends with the Löwdin charge.
Positions of all 13 atoms, in Å:
C: 0.222557 -0.413319 0.103867  -0.5360
C: -1.951696 0.003370 -0.146135  -0.6247
C: 0.097892 1.010819 0.118398  -0.5044
N: -1.069356 -1.015976 0.207584  0.2022
N: -1.259706 1.214034 0.092466  0.2310
O: 0.632675 0.323410 1.277058  0.1419
O: -3.115151 -0.068212 -0.323636  0.1495
O: 0.945542 1.950237 -0.377983  0.1321
O: 1.107350 -1.143219 -0.531255  0.1650
H: -1.003368 -1.980206 -0.191511  0.1805
H: -1.617872 2.169137 -0.059157  0.1853
H: 1.612508 2.278749 0.252276  0.1406
H: 1.633996 -1.606022 0.123816  0.1371

Cartesian forces (eV/Å) of the 3 atoms listed first:
-0.89 -2.27 1.55
7.53 0.79 -1.60
0.41 2.39 0.69

=====

(9)
C3H4N2OS in the gas phase, computed with ωB97M-V/def2-TZVPD.

**HOMO**: -0.3225 hartree
**Gap between HOMO and LUMO**: 9.18 eV
**SMILES**: C#C/C(=N/O)NS

Each line ends with the Löwdin charge.
Positions of all 11 atoms, in Å:
C: -0.463036 0.154861 -0.393061  -0.5072
C: -1.716135 0.770878 -0.448802  -0.1142
C: -2.843901 1.212451 -0.360389  0.1296
H: 1.579931 -1.702811 1.038344  -0.0250
H: -1.011108 -0.219164 1.532557  0.0754
H: 1.297458 -0.777680 -2.458907  0.1141
H: -3.879995 1.622982 -0.163407  0.0662
N: -0.245541 -0.198846 0.906093  -0.3325
N: 0.108637 0.002071 -1.577033  0.0436
O: 1.262295 -0.841064 -1.454807  -0.1532
S: 1.438257 -0.227907 1.474998  0.7033

Cartesian forces (eV/Å) of the 3 atoms listed first:
-0.21 0.17 -2.29
-3.47 1.66 -0.49
-0.60 0.25 0.52

=====

(10)
C3H4N2OS in the gas phase, computed with ωB97M-V/def2-TZVPD.

**HOMO**: -0.3183 hartree
**Gap between HOMO and LUMO**: 9.27 eV
**SMILES**: C1=NOC=NSC1

Each line ends with the Löwdin charge.
Positions of all 11 atoms, in Å:
C: 0.423569 -1.169914 0.369410  -0.4315
C: 0.125534 1.796823 -0.093254  -0.2465
C: -0.949399 -0.945701 -0.318861  -0.2286
H: 0.301521 -1.201676 1.605176  0.1374
H: 0.822145 -2.205386 -0.189109  0.1097
H: 0.090568 2.984688 -0.208574  0.1542
H: -1.453937 -1.702230 -1.027061  0.1401
N: 1.341939 1.348350 -0.299805  -0.4085
N: -1.630093 0.098408 -0.342667  0.0838
O: -0.963837 1.108983 0.556699  -0.1624
S: 1.891988 -0.112349 -0.051957  0.8522

Cartesian forces (eV/Å) of the 3 atoms listed first:
0.17 -2.84 0.66
2.03 1.23 0.40
0.96 -1.47 -1.22

=====

Values of ΔE to the lowest compared entry with this formula, charge and spin, in order: 88.3; 148.4; 60.3; 40.9; 158.0; 63.0; 109.0; 0.0; 133.4; 114.2, all in kcal/mol.
Values of max |F|, in order: 0.0148; 0.0867; 0.0921; 0.0710; 0.0844; 0.1001; 0.0332; 0.1882; 0.0829; 0.0947, all in Eh/bohr.